Computed, not measured: a structure of composition C42H50GeN7O2SSiSr, with ωB97M-V/def2-TZVPD.

```
105
Properties=species:S:1:pos:R:3:mulliken_charge:R:1
Sr 1.430 -1.083 -1.136 1.795
C 3.340 1.824 2.925 -1.155
Si 2.496 0.375 2.107 -0.734
C 0.572 0.987 1.998 1.658
C 2.441 -1.101 3.235 -0.645
N 2.874 0.128 0.486 1.045
C 4.163 -0.024 0.010 0.732
C 5.287 -0.319 0.812 -0.384
C 6.562 -0.448 0.296 -1.070
C 6.796 -0.293 -1.065 -0.668
C 5.724 -0.015 -1.892 -0.575
C 4.449 0.094 -1.365 -0.044
O 3.372 0.423 -2.217 -0.194
C 3.151 -0.332 -3.352 -0.235
C 3.533 -1.666 -3.453 0.513
C 3.156 -2.394 -4.577 -0.812
C 2.396 -1.808 -5.576 -0.605
C 2.010 -0.478 -5.453 -0.656
C 2.382 0.266 -4.345 -0.569
H 2.913 2.036 3.908 0.407
H 3.261 2.723 2.310 0.341
H 4.403 1.619 3.067 0.407
H 0.450 1.278 3.039 0.862
H 0.280 -0.029 1.668 -1.936
H 0.925 1.733 1.285 -0.907
H 2.064 -0.846 4.228 0.399
H 3.444 -1.516 3.357 0.456
H 1.802 -1.874 2.804 -0.133
H 5.136 -0.454 1.877 0.287
H 7.383 -0.673 0.964 0.416
H 7.793 -0.383 -1.472 0.423
H 5.865 0.121 -2.958 0.493
H 4.157 -2.114 -2.689 0.510
H 3.470 -3.426 -4.668 0.462
H 2.116 -2.378 -6.451 0.455
H 1.423 -0.010 -6.232 0.475
H 2.095 1.304 -4.236 0.412
C -4.054 -2.296 -0.854 -0.819
O -3.203 -1.240 -0.445 -0.030
H -4.835 -1.871 -1.483 0.282
H -4.526 -2.794 -0.002 0.283
H -3.516 -3.050 -1.439 0.242
H -2.390 -1.622 -0.064 -0.320
Ge -1.381 1.540 1.424 1.779
C -2.496 1.091 2.925 0.216
C -2.255 1.590 4.204 -0.310
C -3.073 1.224 5.262 -0.788
C -4.146 0.368 5.043 -0.632
C -4.401 -0.119 3.770 -0.285
C -3.575 0.236 2.710 -0.647
C -1.168 3.427 1.033 0.699
C -2.045 4.007 0.115 -0.505
C -1.953 5.358 -0.190 -0.671
C -0.980 6.141 0.414 -0.565
C -0.100 5.575 1.327 -0.799
C -0.196 4.225 1.634 -0.078
H -1.718 0.722 0.197 -0.779
H -1.429 2.270 4.385 0.342
H -2.880 1.609 6.255 0.446
H -4.785 0.084 5.868 0.398
H -5.237 -0.785 3.602 0.447
H -3.756 -0.167 1.719 0.403
H -2.801 3.403 -0.377 0.315
H -2.640 5.797 -0.902 0.465
H -0.908 7.194 0.177 0.419
H 0.658 6.185 1.801 0.440
H 0.499 3.802 2.352 0.412
N -2.806 -2.487 -4.357 -0.606
N -1.605 -2.918 -3.821 1.036
N -1.193 -4.160 -3.904 -1.049
C -0.071 -4.107 -3.198 -0.462
N 0.162 -2.876 -2.731 -0.638
N -0.845 -2.129 -3.130 0.551
H -3.158 -3.248 -4.926 0.303
H -2.622 -1.672 -4.933 0.250
H 0.565 -4.958 -3.030 0.483
C -0.508 -4.370 3.075 -1.860
C -1.341 -3.112 2.794 2.649
C -1.311 -2.192 4.022 -1.235
C -2.790 -3.518 2.497 -1.542
C -0.779 -2.413 1.618 0.170
C -0.311 -1.877 0.619 -1.516
H -0.914 -4.902 3.937 0.443
H 0.529 -4.107 3.290 0.292
H -0.520 -5.041 2.215 0.367
H -1.737 -2.711 4.884 0.488
H -1.892 -1.285 3.849 0.161
H -0.287 -1.910 4.270 0.100
H -3.219 -4.032 3.360 0.476
H -2.833 -4.190 1.638 0.374
H -3.401 -2.640 2.281 0.011
S 0.860 3.832 -2.204 -0.322
C 1.237 2.340 -1.448 -0.480
N 0.370 1.382 -1.574 2.026
C -0.729 1.825 -2.312 -1.728
C -1.888 1.086 -2.563 0.006
C -2.905 1.689 -3.273 -1.208
C -2.785 3.006 -3.742 -0.795
C -1.653 3.750 -3.488 -0.530
C -0.629 3.146 -2.759 1.423
H 2.166 2.204 -0.908 -0.124
H -2.000 0.084 -2.168 0.423
H -3.820 1.141 -3.457 0.530
H -3.600 3.450 -4.298 0.435
H -1.567 4.772 -3.830 0.504
```

Summary:
**ΔE to the lowest compared entry with this formula, charge and spin**: 0.0519 eV
**LUMO energy**: -1.87 eV
**HOMO level**: -9.739 eV
**Net charge**: +1
**Spin multiplicity**: 1